1.
Density functional theory data (wB97M-V/def2-TZVPD) for a molecular structure, C2H6CuIO2.

Atoms and positions in Å:
Cu (-0.802, -3.552, 3.553)
I (1.749, -2.873, 2.847)
C (-0.607, 1.030, -1.111)
C (0.162, -0.077, -0.480)
O (0.266, 0.188, 0.912)
O (0.201, 2.188, -1.039)
H (-1.562, 1.186, -0.595)
H (-0.819, 0.750, -2.152)
H (1.154, -0.109, -0.949)
H (-0.337, -1.039, -0.667)
H (0.734, -0.534, 1.337)
H (-0.139, 2.842, -1.656)

Cartesian forces, eV/Å:
0.79 0.26 -0.23
-0.77 -0.26 0.27
-0.19 0.29 -0.39
0.30 -0.51 0.01
-0.16 -0.12 0.31
-0.03 0.15 -0.16
0.02 -0.07 0.04
0.01 0.04 0.09
-0.07 -0.01 0.09
-0.05 0.11 0.02
0.14 0.06 -0.13
0.01 0.06 0.06

Computed properties:
- Multiplicity: 2
- HOMO energy (alpha / beta): -12.533 / -12.533 eV
- Charge: +1
- Electronic energy: -58996.7863 eV
- Relative energy (zero: lowest compared OMol25 entry of this formula, charge and spin): 0.0 kJ/mol

---

2.
Density functional theory data (wB97M-V/def2-TZVPD) for a single C5H9NOSe molecule at a distorted geometry.

Atoms and positions in Å:
C (0.386, 1.608, 0.171)
C (-0.137, 0.938, -0.777)
C (-1.036, 1.442, -1.899)
C (-0.458, -0.570, -0.707)
O (-0.772, -1.087, -1.756)
N (-0.465, -1.383, 0.425)
C (0.013, -1.420, 1.742)
Se (-0.219, -3.414, 2.580)
H (1.092, 1.186, 0.800)
H (0.378, 2.687, 0.208)
H (-0.865, 0.858, -2.836)
H (-0.961, 2.578, -2.196)
H (-2.136, 1.237, -1.659)
H (-0.772, -2.372, 0.161)
H (1.022, -1.144, 1.698)
H (-0.561, -0.920, 2.576)
H (-1.678, -3.457, 3.094)

Cartesian forces, eV/Å:
1.59 2.82 0.98
-4.04 -2.58 -2.12
-1.00 1.84 -1.23
1.49 -0.12 0.04
-0.36 -0.73 -0.18
-2.00 -2.56 -1.82
-1.82 -0.63 2.62
-0.24 1.18 -0.53
0.78 -1.07 1.78
-0.06 0.20 -0.26
0.05 0.53 0.89
0.14 -2.11 1.00
1.48 0.30 -0.15
0.41 2.19 -0.07
1.68 -0.02 1.03
0.58 0.12 -1.32
1.31 0.65 -0.66

Computed properties:
- Structure (SMILES): C=C(C)C(=O)NC[SeH]
- HOMO energy: -9.394 eV
- Electronic energy: -74212.1766 eV
- Relative energy (zero: lowest compared OMol25 entry of this formula, charge and spin): 163.3 kJ/mol

---

3.
Density functional theory data (wB97M-V/def2-TZVPD) for a single C3H6N2O2 molecule at a distorted geometry.

Atoms and positions in Å:
N (0.247, -1.389, -2.201)
C (-0.178, -0.700, -1.090)
O (-1.201, -1.026, -0.527)
C (0.464, 0.674, -0.751)
N (0.742, 0.849, 0.645)
C (-0.321, 0.739, 1.589)
O (0.050, 0.932, 2.728)
H (-0.348, -2.047, -2.672)
H (1.173, -1.353, -2.591)
H (1.318, 0.813, -1.433)
H (-0.335, 1.494, -1.050)
H (1.644, 0.887, 1.089)
H (-1.300, 0.592, 1.112)

Cartesian forces, eV/Å:
0.64 0.32 -0.09
-0.92 0.45 -0.85
0.04 -0.24 0.29
-0.72 0.63 -1.19
-2.17 -0.62 0.21
3.58 1.38 -0.70
-1.74 -0.60 0.37
-0.32 -0.16 0.54
0.06 0.48 0.22
-0.05 0.26 0.67
1.44 -1.80 0.22
0.19 -0.03 -0.35
-0.03 -0.07 0.65

Computed properties:
- Structure (SMILES): NC(=O)CNC=O
- HOMO energy: -9.418 eV
- Electronic energy: -10283.3577 eV
- Relative energy (zero: lowest compared OMol25 entry of this formula, charge and spin): 138.9 kJ/mol

---

4.
Density functional theory data (wB97M-V/def2-TZVPD) for a single C3H5N3 molecule at a distorted geometry.

Atoms and positions in Å:
N (0.692, 0.289, 1.649)
C (0.108, 0.040, 0.419)
C (-1.203, -0.049, 0.016)
C (-1.149, -0.509, -1.359)
N (0.155, -0.697, -1.681)
N (0.885, -0.268, -0.651)
H (0.044, 0.661, 2.325)
H (1.557, 0.810, 1.635)
H (-2.054, 0.162, 0.658)
H (-0.898, 0.044, -2.345)
H (1.864, -0.482, -0.667)

Cartesian forces, eV/Å:
-0.05 0.00 0.22
-0.10 -0.11 0.01
0.17 0.25 -0.40
1.02 0.56 -0.08
1.03 -0.08 0.11
0.34 -0.77 0.68
0.05 0.05 0.02
-0.11 -0.04 -0.07
0.15 -0.02 -0.43
-2.81 0.10 -0.33
0.30 0.05 0.27

Computed properties:
- Structure (SMILES): Nc1ccn[nH]1
- HOMO energy: -8.439 eV
- Electronic energy: -7659.1261 eV
- Relative energy (zero: lowest compared OMol25 entry of this formula, charge and spin): 321.2 kJ/mol

---

> Look up the electronic energy of the third one.

-10283.3577 eV